[1]
{
  "formula": "C22H12F18GaN2O6S2",
  "method": "wB97M-V/def2-TZVPD",
  "symbols": ["Ga", "C", "C", "C", "C", "C", "N", "C", "C", "C", "C", "C", "C", "C", "C", "O", "C", "F", "F", "F", "C", "F", "F", "F", "C", "C", "C", "O", "C", "F", "F", "F", "C", "F", "F", "F", "H", "H", "H", "H", "H", "H", "H", "H", "H", "H", "H", "H", "F", "C", "F", "F", "S", "O", "O", "N", "S", "O", "O", "C", "F", "F", "F"],
  "coordinates": [[0.38551, -0.92536, 0.26395], [4.96625, 4.24041, -0.09438], [3.75686, 3.33679, -0.24065], [2.45960, 3.88200, -0.25060], [1.36351, 3.03354, -0.32972], [1.50575, 1.62180, -0.41237], [0.37422, 0.81490, -0.46507], [-0.84937, 1.31388, -0.94108], [-0.85518, 2.13383, -2.10043], [-2.02321, 2.73691, -2.55160], [-3.23588, 2.53577, -1.85662], [-4.50667, 3.20130, -2.34217], [-3.23780, 1.72150, -0.70838], [-2.08690, 1.05996, -0.27740], [-2.08869, 0.18631, 0.99587], [-1.35900, -0.95791, 0.81606], [-1.52860, 0.99080, 2.23500], [-1.88795, 2.31287, 2.17531], [-0.13333, 0.89993, 2.23252], [-1.96372, 0.42718, 3.39522], [-3.55657, -0.29826, 1.34488], [-3.48426, -1.32688, 2.22276], [-4.21039, -0.67835, 0.20392], [-4.27914, 0.75868, 1.90457], [2.84384, 1.08262, -0.37992], [3.93510, 1.95441, -0.37051], [3.02991, -0.43960, -0.30110], [2.16437, -0.93649, 0.65193], [2.82338, -1.08512, -1.72620], [3.59929, -0.50072, -2.68401], [1.48816, -0.94491, -2.10845], [3.05045, -2.42131, -1.64381], [4.46664, -0.85232, 0.21637], [5.43408, -0.61588, -0.75602], [4.76267, -0.11279, 1.32742], [4.44928, -2.16690, 0.54575], [4.73183, 5.26027, -0.39550], [5.78885, 3.86941, -0.70005], [5.32417, 4.26078, 0.93461], [2.31554, 4.95888, -0.21973], [0.36402, 3.43864, -0.33982], [0.09623, 2.33970, -2.58707], [-2.00720, 3.41730, -3.40465], [-4.28110, 4.13705, -2.83847], [-5.17475, 3.41570, -1.51584], [-5.05144, 2.58063, -3.04264], [-4.16602, 1.60713, -0.16580], [4.94853, 1.57382, -0.42934], [0.54056, -6.17266, 1.07779], [0.81217, -5.19900, 0.17757], [0.20415, -5.42723, -0.99864], [2.13649, -5.04223, 0.02880], [0.20077, -3.59689, 0.89579], [0.09965, -2.75125, -0.42796], [1.13707, -3.01100, 1.82682], [-1.16870, -3.77751, 1.60928], [-2.55700, -4.29743, 0.87317], [-3.21145, -3.21993, 0.19376], [-2.33645, -5.57323, 0.22117], [-3.42902, -4.62523, 2.54047], [-3.07525, -3.69918, 3.47019], [-4.76448, -4.57667, 2.29937], [-3.04933, -5.87251, 2.92567]],
  "gap_ev": 7.5,
  "homo_energy_ev": -4.84,
  "total_charge": -1,
  "e_tot_ha": -5925.456933,
  "max_force_ev_per_a": 3.05
}

[2]
{
  "formula": "C22H14BClF7N3OSc",
  "method": "wB97M-V/def2-TZVPD",
  "symbols": ["Sc", "Cl", "C", "C", "C", "C", "O", "C", "C", "N", "C", "C", "C", "C", "C", "C", "C", "C", "N", "C", "C", "H", "H", "H", "H", "H", "H", "H", "H", "H", "H", "F", "C", "F", "F", "C", "C", "C", "N", "C", "C", "H", "H", "H", "H", "F", "B", "F", "F", "F"],
  "coordinates": [[0.35502, -0.95853, -0.94618], [5.96664, -0.80186, 3.69850], [4.79361, -0.70494, 2.43690], [5.20848, -0.42743, 1.12686], [4.29068, -0.32722, 0.11163], [2.91620, -0.48555, 0.35448], [2.05891, -0.32423, -0.62693], [2.50042, -0.80704, 1.67848], [1.13752, -1.04538, 2.02443], [0.13107, -0.99850, 1.19882], [-1.20020, -1.19200, 1.64073], [-1.61957, -1.16700, 2.95096], [-2.96448, -1.39723, 3.28667], [-3.90010, -1.63326, 2.32171], [-3.52604, -1.60943, 0.96057], [-4.45399, -1.77070, -0.09050], [-4.03170, -1.67457, -1.38747], [-2.67884, -1.42567, -1.64162], [-1.77732, -1.28264, -0.68913], [-2.17699, -1.37136, 0.61497], [3.46741, -0.90457, 2.70260], [6.26308, -0.29539, 0.92486], [4.59721, -0.12446, -0.90569], [0.96045, -1.29451, 3.06929], [-0.92356, -0.96811, 3.75423], [-3.25318, -1.37781, 4.32889], [-4.93524, -1.81945, 2.57695], [-5.49225, -1.96443, 0.14777], [-4.71929, -1.78684, -2.21287], [-2.32524, -1.35408, -2.66255], [3.15287, -1.14402, 3.71097], [-0.87090, 6.08862, -1.20151], [0.17083, 5.47325, -1.77981], [0.23489, 5.86171, -3.05589], [1.28577, 5.88193, -1.15753], [0.02508, 3.97428, -1.65896], [0.00127, 3.15540, -2.77319], [-0.11104, 1.78964, -2.58041], [-0.20241, 1.22872, -1.37116], [-0.19008, 2.03699, -0.30125], [-0.07971, 3.40794, -0.39598], [0.07244, 3.56700, -3.76939], [-0.12529, 1.11859, -3.43117], [-0.27627, 1.56292, 0.66888], [-0.06936, 4.02115, 0.49440], [1.32245, -3.62145, -3.34454], [0.47199, -3.07812, -2.49256], [0.24917, -1.57326, -2.82790], [1.03211, -2.85245, -1.13744], [-0.76250, -3.60470, -2.34292]],
  "gap_ev": 7.2,
  "homo_energy_ev": -11.29,
  "total_charge": 1,
  "e_tot_ha": -3031.354027,
  "max_force_ev_per_a": 1.78
}